Record 1
# BrCd3N2O6

BrCd3N2O6 as an isolated structure in a non-equilibrium geometry (wB97M-V/def2-TZVPD, the OMol25 dataset).

```
12
Properties=species:S:1:pos:R:3:forces:R:3:nbo_charge:R:1
Cd 0.272 1.558 21.363 -0.6 -0.9 -1.7 1.830
Cd 5.225 2.864 23.508 0.1 0.9 0.8 1.478
Cd 5.107 2.722 18.072 -0.2 -0.1 -0.2 1.694
N 3.308 1.907 20.771 -0.3 0.7 4.6 0.760
O 2.409 1.033 20.989 1.0 0.8 -2.2 -0.525
O 3.744 2.314 19.683 -0.6 -1.0 -1.2 -0.630
O 3.725 2.482 21.812 0.0 -0.9 -2.0 -0.513
N -0.092 0.719 18.055 -2.3 -0.3 -1.4 0.718
O -0.273 1.599 17.231 0.8 -0.2 0.3 -0.268
O -0.223 -0.458 17.847 0.7 0.3 0.4 -0.247
O 0.111 1.143 19.272 0.9 0.9 2.4 -0.820
Br 4.157 5.060 23.314 0.4 -0.2 0.3 -0.477
```
Positions in Å, forces in eV/Å.

The HOMO-LUMO gap is 2.472 eV. The value obtained for the energy above the lowest of the compared OMol25 structures with the same formula, charge and spin is 227.8 kJ/mol. The value obtained for the largest force on an atom is 4.656 eV Å⁻¹. Its highest occupied orbital energy is -18.385 eV. The total charge is +3.

Record 2
# CCl2Na6O11

CCl2Na6O11 as an isolated structure in a non-equilibrium geometry (wB97M-V/def2-TZVPD, the OMol25 dataset).

```
20
Properties=species:S:1:pos:R:3:forces:R:3:nbo_charge:R:1
Na -1.254 -3.500 -0.873 -0.4 0.2 -0.3 0.906
Na -3.413 2.055 0.136 -0.1 -0.7 -0.8 0.991
Na 2.828 0.955 2.766 0.2 0.4 -1.2 0.984
Na -1.224 -1.620 4.825 -0.3 0.3 -0.1 0.859
Na -0.349 0.081 -2.181 -0.5 0.4 -0.5 0.960
Na 1.075 -3.547 2.215 0.2 0.1 -0.2 0.576
Cl -0.545 -0.162 1.362 0.7 2.3 0.9 2.548
O -1.475 -0.224 2.478 0.0 -1.0 -0.1 -0.891
O -0.002 -1.486 1.045 -0.3 -0.6 0.0 -0.967
O -1.213 0.391 0.217 -0.1 -0.6 -0.2 -0.848
O 0.524 0.727 1.744 0.0 -0.9 0.3 -0.849
Cl 3.735 1.265 -0.574 1.9 4.4 -0.5 2.544
O 4.242 0.212 0.226 0.6 -2.6 1.0 -0.918
O 2.380 1.489 -0.147 -2.2 -0.4 0.0 -0.956
O 4.466 2.481 -0.195 -0.5 -1.3 -0.7 -0.849
O 3.826 1.026 -1.993 -0.4 -0.5 1.0 -0.804
C -3.344 -0.037 -2.717 -2.4 0.0 -2.4 0.903
O -4.403 0.047 -3.401 -0.7 0.2 0.5 -0.502
O -3.478 0.302 -1.479 2.0 0.0 0.6 -0.876
O -2.376 -0.457 -3.452 2.2 0.1 2.8 -0.810
```
Positions in Å, forces in eV/Å.

The HOMO-LUMO gap is 1.922 eV. The value obtained for the energy above the lowest of the compared OMol25 structures with the same formula, charge and spin is 0.0 kJ/mol. The value obtained for the largest force on an atom is 4.825 eV Å⁻¹. Its highest occupied orbital energy is -10.904 eV. The total charge is +2.